DFT (the ωB97M-V functional and the def2-TZVPD basis) results for a molecular structure, C12H16Cl2MoN2O2P.

```
36
C12H16Cl2MoN2O2P the ωB97M-V functional and the def2-TZVPD basis
C 3.10134 0.03527 0.51627
C 1.97416 -0.52879 -0.34340
H 4.05422 -0.14472 0.01108
H 3.09267 -0.48472 1.47981
H 2.95800 1.09135 0.74704
O 2.24049 -1.37704 -1.18100
Cl 0.56591 0.99656 2.13455
Mo 0.03143 0.11927 -0.04457
P 0.32258 2.27449 -0.99409
C 0.07437 2.26562 -2.80196
C -0.87910 3.49102 -0.37370
H 2.17030 3.20518 0.27846
H 1.96549 4.05403 -1.27412
H 2.73219 2.44154 -1.22259
C 1.95567 3.07480 -0.78456
H -1.03342 3.33501 0.69562
H -0.51810 4.50678 -0.56562
H 0.24177 3.26481 -3.21600
H -0.95199 1.94214 -2.99555
H -1.82506 3.31249 -0.89111
H 0.76761 1.55977 -3.26782
C -0.45616 -0.60080 -1.68159
O -0.76826 -1.06807 -2.68981
Cl -2.37778 0.91525 0.23777
N -3.15375 -5.81655 2.88031
C -2.65671 -4.89029 2.42390
C -2.03174 -3.72560 1.84999
C -0.79078 -3.33582 2.37591
C -0.12658 -2.27155 1.79382
N -0.69651 -1.66501 0.72985
C -1.90870 -2.07569 0.22321
C -2.59324 -3.11852 0.76841
H -0.35325 -3.84729 3.22526
H 0.81036 -1.91444 2.19832
H -2.39385 -1.57973 -0.60023
H -3.54359 -3.44074 0.35811
```

Output
LUMO level (alpha / beta) = -16.13 / -15.26 eV
net charge = +3
energy = -2055.45343 hartree
2S+1 = 3
gap between HOMO and LUMO (alpha / beta) = 4.08 / 5.18 eV

DFT (the ωB97M-V functional and the def2-TZVPD basis) results for 2 unconnected molecules or ions with the total composition C2H4ClOP.

```
9
C2H4ClOP the ωB97M-V functional and the def2-TZVPD basis
C 0.70205 -0.80730 0.31043
C -1.37799 -0.12570 -0.67625
O 0.09113 -0.31659 -0.64351
P 2.01508 1.67777 1.39055
Cl 3.52739 0.84516 0.48347
H 0.20844 -1.08457 1.30392
H -2.06065 -1.11371 -0.60870
H -1.63785 0.31529 -1.65236
H -1.46760 0.60964 0.09245
```

Output
ΔE to the lowest compared entry with this formula, charge and spin = 146.5 kcal/mol
LUMO level (alpha / beta) = -0.98 / -1.14 eV
net charge = 0
energy = -955.17254 hartree
gap between HOMO and LUMO (alpha / beta) = 6.65 / 6.60 eV